<one>
A cluster of 2 separate species, C2H3ClN in total. Source: the Open Molecules 2025 dataset; level of theory: wB97M-V/def2-TZVPD.

Results
Frontier orbital gap (spin up / spin down) in eV: 8.20 / 7.76
Charge: +1

```
7
C2H3ClN, DFT wB97M-V/def2-TZVPD
C 0.562 1.455 -0.009
C -0.433 -0.797 0.036
N 0.068 0.442 -0.016
Cl -2.820 0.192 0.015
H 1.126 2.337 -0.117
H -0.524 -1.210 -0.906
H -0.467 -1.472 0.932
```


<two>
A structure of composition C2H3ClN. Source: the Open Molecules 2025 dataset; level of theory: wB97M-V/def2-TZVPD.

Results
Frontier orbital gap (spin up / spin down) in eV: 7.05 / 7.02
Charge: +1

```
7
C2H3ClN, DFT wB97M-V/def2-TZVPD
C -0.995 1.314 -0.412
C -2.714 0.319 -0.361
N -0.236 0.172 -0.077
Cl -3.964 1.253 -0.555
H 0.676 0.344 0.646
H 0.211 -0.168 -0.994
H -0.842 -0.726 0.015
```


Winner for stability: <one>


<one>
A cluster of 2 separate species, C3H7O2S in total. Source: the Open Molecules 2025 dataset; level of theory: wB97M-V/def2-TZVPD.

Results
Frontier orbital gap in eV: 6.90
Charge: -1

```
13
C3H7O2S, DFT wB97M-V/def2-TZVPD
O 0.202 1.824 -1.941
C 0.081 1.482 -0.792
C -1.234 1.085 -0.186
C -1.228 -0.333 0.341
S 0.027 -0.625 1.656
H 0.887 1.548 -0.050
H -2.016 1.305 -0.923
H -1.346 1.806 0.638
H -0.966 -0.992 -0.491
H -2.184 -0.726 0.689
H 1.426 -1.622 -0.092
H 1.608 -2.111 -1.576
O 1.901 -2.254 -0.671
```


<two>
A cluster of 2 separate species, C3H7O2S in total. Source: the Open Molecules 2025 dataset; level of theory: wB97M-V/def2-TZVPD.

Results
Frontier orbital gap in eV: 6.74
Charge: -1

```
13
C3H7O2S, DFT wB97M-V/def2-TZVPD
O -1.788 -1.701 1.986
C -1.597 -0.503 1.899
C -1.003 0.238 0.758
C 0.555 0.306 0.454
S 1.095 1.668 -0.542
H -1.762 0.028 2.869
H -1.334 1.280 0.707
H -1.452 -0.253 -0.117
H 0.756 -0.586 -0.140
H 1.029 0.178 1.438
H 2.115 -0.461 -2.441
H 1.252 0.088 -3.472
O 2.135 -0.282 -3.400
```


Winner for stability: <one>


<one>
A cluster of 2 separate species, C3H7O2S in total. Source: the Open Molecules 2025 dataset; level of theory: wB97M-V/def2-TZVPD.

Results
Frontier orbital gap in eV: 8.19
Charge: -1

```
13
C3H7O2S, DFT wB97M-V/def2-TZVPD
O -0.503 0.884 0.964
C 0.692 0.756 0.587
O 1.256 -0.284 0.194
C 1.538 2.037 0.596
H 2.572 1.803 0.843
H 1.498 2.508 -0.388
H 1.138 2.756 1.311
C -1.297 -1.963 -1.134
S -2.134 -1.793 0.474
H -0.229 -2.009 -0.951
H -1.651 -2.877 -1.608
H -1.528 -1.105 -1.761
H -1.355 -0.715 0.872
```


<two>
A cluster of 2 separate species, C3H7O2S in total. Source: the Open Molecules 2025 dataset; level of theory: wB97M-V/def2-TZVPD.

Results
Frontier orbital gap in eV: 6.92
Charge: -1

```
13
C3H7O2S, DFT wB97M-V/def2-TZVPD
O 1.800 -2.041 -0.670
C 1.140 -1.150 -0.271
C 0.387 -1.126 0.963
C 0.186 0.275 1.529
S -0.898 1.318 0.387
H 0.708 -0.556 -1.124
H 0.944 -1.678 1.671
H -0.579 -1.606 0.749
H 1.155 0.623 1.906
H -0.493 0.206 2.448
H -1.152 2.140 -1.831
H -1.842 1.412 -2.943
O -1.357 2.184 -2.814
```


Winner for stability: <one>


<one>
A cluster of 2 separate species, C7H10N2O in total. Source: the Open Molecules 2025 dataset; level of theory: wB97M-V/def2-TZVPD.

Results
Frontier orbital gap in eV: 9.40
SMILES string: Oc1cc[nH]n1.CC1=CC1

```
20
C7H10N2O, DFT wB97M-V/def2-TZVPD
O 2.551 -2.342 0.014
C 2.395 -1.026 0.215
C 2.824 0.079 -0.554
C 2.273 1.179 0.041
N 1.644 0.748 1.120
N 1.612 -0.582 1.184
H 3.093 -2.434 -0.756
H 3.405 0.079 -1.387
H 2.217 2.161 -0.376
H 0.932 1.377 1.677
C -2.709 0.876 -0.732
C -1.918 -0.081 0.001
C -0.962 -0.931 -0.120
C -1.834 -1.118 1.117
H -3.670 0.516 -0.949
H -1.954 1.261 -1.602
H -2.875 1.767 -0.175
H -0.019 -1.225 -0.451
H -2.669 -1.815 1.243
H -1.521 -0.832 2.106
```


<two>
A structure of composition C7H10N2O. Source: the Open Molecules 2025 dataset; level of theory: wB97M-V/def2-TZVPD.

Results
Frontier orbital gap in eV: 10.44

```
20
C7H10N2O, DFT wB97M-V/def2-TZVPD
N -1.299 2.551 -0.253
C -0.897 1.472 -0.081
C -0.241 0.237 0.314
N -0.989 -0.817 1.028
C 0.391 -1.332 1.333
C 0.783 -1.861 -0.050
C 0.772 -0.469 -0.702
C 1.929 0.226 0.051
C 0.991 0.129 1.254
H -1.382 -0.407 1.877
H 0.499 -1.969 2.215
H 1.777 -2.324 -0.089
H 0.038 -2.561 -0.443
H 0.635 -0.383 -1.783
H 2.895 -0.296 0.080
H 2.074 1.272 -0.250
H 1.080 0.706 2.180
O -3.072 1.988 -2.609
H -3.152 1.139 -2.117
H -2.833 2.697 -1.954
```


Winner for stability: <two>


<one>
A cluster of 2 separate species, C4H6N4O in total. Source: the Open Molecules 2025 dataset; level of theory: wB97M-V/def2-TZVPD.

Results
Frontier orbital gap in eV: 8.42
SMILES string: [H]/N=C(/O)C#N.N=C=CN

```
15
C4H6N4O, DFT wB97M-V/def2-TZVPD
H -1.555 0.448 -2.150
N -1.681 0.545 -1.097
C -1.808 -0.390 -0.253
O -2.016 -0.165 1.012
C -1.721 -1.844 -0.586
N -1.569 -2.905 -0.968
H -1.926 0.763 1.147
N 1.608 -1.760 0.728
C 1.363 -0.620 0.379
C 1.286 0.594 -0.109
N 0.394 1.502 0.499
H 0.986 -2.499 0.509
H 1.866 0.954 -0.919
H 0.741 2.433 0.671
H -0.009 1.250 1.385
```


<two>
The molecule C4H6N4O. Source: the Open Molecules 2025 dataset; level of theory: wB97M-V/def2-TZVPD.

Results
Frontier orbital gap in eV: 7.79
SMILES string: [H]/N=C\N=c1\cc[nH]n1O

```
15
C4H6N4O, DFT wB97M-V/def2-TZVPD
H 2.025 0.643 -1.041
N 1.351 0.490 -1.829
C 0.985 -0.771 -1.821
N 0.931 -1.475 -0.446
C 0.109 -0.690 0.347
C -0.351 -1.115 1.532
C -1.008 0.014 2.220
N -0.776 1.157 1.348
N -0.167 0.665 0.141
O -0.857 1.172 -1.091
H 0.396 -1.253 -2.543
H -0.242 -2.197 1.961
H -1.509 -0.011 3.181
H -1.507 1.863 0.824
H -0.092 1.093 -1.811
```


Winner for stability: <one>


<one>
The molecule C9H15N3O4. Source: the Open Molecules 2025 dataset; level of theory: wB97M-V/def2-TZVPD.

Results
Frontier orbital gap in eV: 9.56
SMILES string: NC(=O)C[C@H](N)C(=O)N1CCC[C@H]1C(=O)O

```
31
C9H15N3O4, DFT wB97M-V/def2-TZVPD
N 0.433 1.872 -4.195
C -0.690 1.422 -3.664
O -1.670 1.063 -4.321
C -0.908 1.375 -2.086
C 0.114 0.598 -1.196
N 1.150 -0.083 -1.912
C -0.620 -0.323 -0.313
O -1.724 -0.669 -0.723
N -0.002 -0.552 0.878
C 1.453 -0.856 1.114
C 1.536 -1.439 2.492
C 0.085 -1.998 2.683
C -0.778 -0.976 1.913
C -1.136 0.244 2.803
O -0.764 0.595 3.900
O -2.030 1.138 2.092
H 0.326 2.004 -5.305
H 1.118 2.389 -3.724
H -1.874 0.943 -1.695
H -0.985 2.356 -1.739
H 0.464 1.399 -0.613
H 1.779 -0.445 -1.290
H 0.830 -0.887 -2.474
H 1.642 -1.619 0.287
H 2.019 0.080 1.047
H 2.205 -2.286 2.666
H 1.674 -0.799 3.291
H 0.079 -2.980 2.242
H 0.091 -2.069 3.772
H -1.695 -1.456 1.666
H -2.121 1.957 2.404
```


<two>
The molecule C9H15N3O4. Source: the Open Molecules 2025 dataset; level of theory: wB97M-V/def2-TZVPD.

Results
Frontier orbital gap in eV: 9.99
SMILES string: NC(=O)C[C@H](N)C(=O)N1CCC[C@H]1C(=O)O

```
31
C9H15N3O4, DFT wB97M-V/def2-TZVPD
N -0.377 2.414 2.951
C 0.834 1.716 2.879
O 1.173 1.165 3.976
C 1.481 2.004 1.544
C 1.364 0.714 0.552
N 2.313 0.707 -0.574
C 0.086 0.519 -0.275
O -0.707 1.496 -0.257
N -0.216 -0.810 -0.614
C 0.853 -1.621 -1.194
C 0.032 -2.252 -2.447
C -1.531 -1.995 -2.103
C -1.534 -0.823 -1.126
C -2.474 -0.958 0.092
O -3.120 -1.944 0.245
O -2.546 0.016 0.983
H -1.238 2.544 2.196
H -0.728 1.885 3.778
H 2.578 2.460 1.778
H 0.871 2.888 1.182
H 1.388 -0.245 1.250
H 2.323 1.642 -1.215
H 3.296 0.577 -0.358
H 1.145 -2.480 -0.576
H 1.845 -0.993 -1.356
H 0.305 -1.628 -3.397
H 0.371 -3.291 -2.289
H -1.787 -2.861 -1.529
H -2.115 -1.805 -3.088
H -1.673 0.034 -1.702
H -2.213 0.924 0.693
```


Winner for stability: <one>


<one>
The molecule C3H7N3Si. Source: the Open Molecules 2025 dataset; level of theory: wB97M-V/def2-TZVPD.

Results
Frontier orbital gap (spin up / spin down) in eV: 7.48 / 7.48

```
14
C3H7N3Si, DFT wB97M-V/def2-TZVPD
C -2.227 0.921 -0.791
C -0.294 1.662 0.363
C 1.965 -0.918 -0.149
N -1.310 1.750 -0.242
N -1.899 -0.355 -0.962
N -1.048 -1.063 -0.494
Si 0.242 -0.794 0.678
H -3.158 1.267 -1.275
H 0.680 2.034 0.656
H 2.013 -0.224 -1.042
H 2.728 -0.741 0.578
H 2.057 -1.873 -0.744
H -0.121 -1.927 1.737
H 0.371 0.261 1.689
```


<two>
The molecule C3H7N3Si. Source: the Open Molecules 2025 dataset; level of theory: wB97M-V/def2-TZVPD.

Results
Frontier orbital gap in eV: 10.71
SMILES string: C[SiH2]n1cncn1

```
14
C3H7N3Si, DFT wB97M-V/def2-TZVPD
C -1.864 1.319 0.172
Si -0.011 1.322 0.597
N 0.560 -0.390 0.170
C 1.311 -0.594 -0.937
N 1.608 -1.848 -1.126
C 1.009 -2.453 -0.075
N 0.367 -1.653 0.724
H -2.108 2.042 -0.602
H -2.169 0.337 -0.185
H -2.475 1.550 1.040
H 0.785 2.157 -0.299
H 0.317 1.517 2.004
H 1.616 0.203 -1.582
H 1.055 -3.510 0.099
```


Winner for stability: <two>


<one>
The molecule C9H12N2. Source: the Open Molecules 2025 dataset; level of theory: wB97M-V/def2-TZVPD.

Results
Frontier orbital gap in eV: 8.03
SMILES string: CC1=NC(=C=NC(C)C)C=C1

```
23
C9H12N2, DFT wB97M-V/def2-TZVPD
C -4.499 1.103 -0.073
C -3.267 0.274 -0.023
N -2.073 0.813 0.064
C -1.211 -0.244 0.116
C 0.279 -0.072 0.277
N 1.520 0.059 0.497
C 2.704 0.113 -0.293
C 3.507 -1.158 -0.011
C 3.481 1.361 0.126
C -1.893 -1.498 0.073
C -3.209 -1.159 -0.028
H -4.953 1.143 0.918
H -4.250 2.116 -0.380
H -5.227 0.679 -0.761
H 2.459 0.164 -1.365
H 3.790 -1.197 1.040
H 2.915 -2.041 -0.247
H 4.408 -1.166 -0.621
H 3.654 1.344 1.198
H 2.918 2.258 -0.121
H 4.436 1.393 -0.387
H -1.436 -2.468 0.097
H -4.052 -1.817 -0.097
```


<two>
A cluster of 2 separate species, C9H12N2 in total. Source: the Open Molecules 2025 dataset; level of theory: wB97M-V/def2-TZVPD.

Results
Frontier orbital gap in eV: 9.33
SMILES string: CC(C)=C(C#N)C#N.C=CC

```
23
C9H12N2, DFT wB97M-V/def2-TZVPD
C -3.191 -1.035 0.819
C -2.066 -0.781 -0.124
C -1.429 -1.975 -0.743
C -1.647 0.477 -0.392
C -0.586 0.748 -1.291
N 0.260 0.968 -2.031
C -2.217 1.626 0.207
N -2.671 2.564 0.685
H -3.819 -1.846 0.450
H -3.796 -0.144 0.971
H -2.797 -1.340 1.790
H -1.292 -2.748 0.012
H -0.470 -1.736 -1.198
H -2.082 -2.387 -1.516
C 2.281 1.549 1.128
C 2.851 0.485 0.596
C 3.801 0.512 -0.554
H 1.606 1.478 1.965
H 2.452 2.539 0.737
H 2.659 -0.497 1.010
H 3.668 -0.369 -1.179
H 4.827 0.512 -0.182
H 3.657 1.401 -1.162
```


Winner for stability: <two>


<one>
The ion CH4N3 with charge +1. Source: the Open Molecules 2025 dataset; level of theory: wB97M-V/def2-TZVPD.

Results
Frontier orbital gap in eV: 8.27
Charge: +1
SMILES string: [H]/N=C\N=[NH2+]

```
8
CH4N3, DFT wB97M-V/def2-TZVPD
H 1.479 -1.070 -0.549
N 1.589 -0.171 0.117
C 0.729 0.647 0.505
N -0.520 0.649 -0.046
N -1.253 -0.269 -0.380
H 1.009 1.352 1.278
H -1.198 -1.095 0.218
H -1.835 -0.045 -1.142
```


<two>
A structure of composition CH4N3. Source: the Open Molecules 2025 dataset; level of theory: wB97M-V/def2-TZVPD.

Results
Frontier orbital gap in eV: 10.66
Charge: +1

```
8
CH4N3, DFT wB97M-V/def2-TZVPD
C -0.155 -0.067 -0.029
N -1.323 0.366 -0.292
N -1.018 -0.973 0.424
N 1.701 0.142 -0.337
H -1.885 0.723 -0.982
H -1.179 -1.145 1.405
H 1.880 1.089 -0.825
H 1.979 -0.135 0.638
```


<three>
A cluster of 2 separate species, CH4N3 in total. Source: the Open Molecules 2025 dataset; level of theory: wB97M-V/def2-TZVPD.

Results
Frontier orbital gap (spin up / spin down) in eV: 6.58 / 11.97
Charge: +1

```
8
CH4N3, DFT wB97M-V/def2-TZVPD
C -0.544 -1.005 0.424
N -0.711 -0.994 -0.804
N -0.442 0.307 -0.082
N 0.893 0.780 -0.396
H -2.670 -1.566 2.244
H 0.825 1.409 -1.127
H 1.388 -0.025 -0.715
H 1.260 1.093 0.457
```


Winner for stability: <one>


<one>
The molecule C4H7N3S. Source: the Open Molecules 2025 dataset; level of theory: wB97M-V/def2-TZVPD.

Results
Frontier orbital gap in eV: 8.51
SMILES string: [H]/N=C/N=C\NCC=S

```
15
C4H7N3S, DFT wB97M-V/def2-TZVPD
H -2.302 -2.000 -0.841
N -1.506 -1.485 -1.131
C -1.807 -0.245 -1.338
N -0.873 0.677 -1.781
C 0.325 0.943 -1.369
N 1.034 0.523 -0.285
C 0.505 -0.225 0.854
C 1.325 0.079 2.091
S 1.660 -0.888 3.301
H -2.801 0.131 -1.312
H 0.911 1.562 -2.050
H 2.033 0.911 -0.152
H 0.423 -1.319 0.745
H -0.482 0.173 1.078
H 1.555 1.162 2.190
```


<two>
A cluster of 2 separate species, C4H7N3S in total. Source: the Open Molecules 2025 dataset; level of theory: wB97M-V/def2-TZVPD.

Results
Frontier orbital gap in eV: 8.45

```
15
C4H7N3S, DFT wB97M-V/def2-TZVPD
C -1.978 -0.811 -0.274
C 1.046 0.032 0.216
C 0.674 -2.298 -0.451
C 1.169 2.704 0.773
N -2.078 -0.286 -1.387
N 1.075 -1.128 -0.282
N -1.632 -1.176 0.812
S 1.724 1.433 -0.441
H -0.173 -2.515 -1.087
H -2.139 -0.611 -2.399
H 1.359 -3.045 -0.117
H 0.190 2.272 0.943
H 1.092 3.638 0.213
H 1.651 2.839 1.703
H -1.979 -1.047 1.778
```


Winner for stability: <one>


<one>
A cluster of 2 separate species, CH2F2N2O in total. Source: the Open Molecules 2025 dataset; level of theory: wB97M-V/def2-TZVPD.

Results
Frontier orbital gap (spin up / spin down) in eV: 8.88 / 8.88

```
8
CH2F2N2O, DFT wB97M-V/def2-TZVPD
C 0.494 0.906 -0.153
N 0.446 -0.101 -0.910
N -0.705 -0.013 1.500
O 0.975 1.951 -0.023
F -1.813 -0.452 0.696
F -0.072 -1.251 1.548
H -0.113 -0.913 -0.832
H 0.788 -0.129 -1.825
```


<two>
The molecule CH2F2N2O. Source: the Open Molecules 2025 dataset; level of theory: wB97M-V/def2-TZVPD.

Results
Frontier orbital gap (spin up / spin down) in eV: 9.88 / 9.87

```
8
CH2F2N2O, DFT wB97M-V/def2-TZVPD
C 2.390 -0.100 0.136
N 1.161 -0.755 -0.421
N 0.139 -0.064 -0.250
O 2.437 -0.845 1.100
F 3.410 -0.104 -0.799
F 2.136 1.262 0.331
H -0.018 0.973 -0.127
H -0.705 -0.501 -0.265
```


Winner for stability: <two>


<one>
The molecule C3HF2NO. Source: the Open Molecules 2025 dataset; level of theory: wB97M-V/def2-TZVPD.

Results
Frontier orbital gap in eV: 10.86
SMILES string: Fc1cnoc1F

```
8
C3HF2NO, DFT wB97M-V/def2-TZVPD
F 1.669 1.207 -0.002
C 0.582 0.434 -0.005
C -0.768 0.836 -0.002
N -1.570 -0.201 0.001
O -0.747 -1.317 -0.005
C 0.525 -0.919 -0.001
F 1.444 -1.853 0.001
H -1.136 1.813 0.012
```


<two>
The molecule C3HF2NO. Source: the Open Molecules 2025 dataset; level of theory: wB97M-V/def2-TZVPD.

Results
Frontier orbital gap in eV: 10.82
SMILES string: N#CC(F)(F)C=O

```
8
C3HF2NO, DFT wB97M-V/def2-TZVPD
N -1.434 -1.729 1.195
C -0.809 -0.820 0.909
C 0.020 0.291 0.434
F 1.071 0.448 1.304
F -0.845 1.391 0.374
C 0.579 0.117 -1.031
O 1.377 -0.668 -1.428
H 0.042 0.970 -1.758
```


Winner for stability: <two>